{"formula": "C21H45AlBBr2Cl3F4KNO5S3", "method": "ωB97M-V/def2-TZVPD", "symbols": ["C", "C", "C", "C", "C", "C", "C", "C", "S", "O", "O", "Cl", "C", "C", "C", "C", "N", "O", "C", "C", "C", "C", "H", "H", "H", "H", "H", "H", "H", "H", "H", "H", "H", "H", "H", "H", "H", "H", "H", "H", "H", "H", "H", "H", "H", "H", "H", "H", "H", "H", "H", "H", "H", "C", "Cl", "Cl", "H", "H", "Al", "B", "F", "F", "F", "F", "C", "S", "O", "C", "H", "H", "H", "H", "H", "H", "C", "S", "O", "C", "H", "H", "H", "H", "H", "H", "Br", "Br", "K"], "coordinates": [[1.3609, -0.1305, 0.3990], [0.3499, 1.0440, -0.2144], [0.6530, 1.2970, -1.8049], [1.4721, 2.6797, -2.1452], [0.4512, 3.7980, -2.7734], [-1.0308, 3.8600, -2.0763], [-2.1546, 3.1923, -3.1130], [-3.1705, 2.1788, -2.3201], [-3.4317, 0.5139, -3.1385], [-4.8091, 0.4364, -3.8476], [-2.3539, 0.1138, -4.1746], [-3.2972, -0.9252, -1.5862], [2.5430, 2.2901, -3.3570], [3.6695, 3.4404, -3.6480], [3.4129, 3.9337, -5.2264], [5.1443, 2.7113, -3.6619], [3.5743, 4.6871, -2.8121], [4.5684, 5.5606, -3.0803], [3.4389, 4.4369, -1.3334], [4.8578, 4.2491, -0.5204], [2.7642, 5.8357, -0.7075], [2.4133, 3.2338, -0.9043], [0.8109, -0.7621, 1.2494], [2.3577, 0.3163, 0.8208], [1.6563, -0.9383, -0.4292], [-0.7394, 0.5589, -0.1557], [0.3031, 2.0082, 0.4462], [-0.3609, 1.1719, -2.3994], [1.3361, 0.3865, -2.1662], [0.9153, 4.8920, -2.6618], [0.3757, 3.6014, -3.9277], [-1.0911, 3.4303, -0.9895], [-1.3270, 5.0139, -2.0204], [-1.5564, 2.5896, -3.9508], [-2.7164, 4.0562, -3.7150], [-4.2230, 2.7024, -2.2652], [-2.7213, 2.0057, -1.2501], [3.1345, 1.3396, -2.9462], [1.9167, 1.9506, -4.2852], [2.7074, 4.8855, -5.1341], [4.4276, 4.2575, -5.7402], [2.8333, 3.1418, -5.8635], [5.4400, 2.1802, -2.6620], [5.9789, 3.4766, -4.0387], [5.0935, 1.8548, -4.4885], [5.6978, 3.6944, -1.1148], [5.2936, 5.3339, -0.2784], [4.6804, 3.7098, 0.5291], [3.1635, 6.0863, 0.3685], [1.5925, 5.6538, -0.6340], [2.8922, 6.7467, -1.4676], [1.7691, 3.5868, 0.0355], [3.0646, 2.3287, -0.5039], [-3.9284, -2.3798, 2.1790], [-3.9916, -1.9832, 3.9005], [-2.2585, -2.5696, 1.6309], [-4.4670, -3.3153, 2.0094], [-4.3999, -1.5743, 1.6107], [1.5909, 5.1356, -6.8063], [4.2909, -2.0288, 2.3971], [4.3471, -0.9435, 1.4314], [2.9448, -2.5769, 2.4323], [5.2284, -3.0707, 2.0103], [4.6434, -1.5244, 3.7142], [-2.3069, -5.5986, 5.9577], [-2.0134, -3.8639, 6.3800], [-0.6090, -3.5316, 5.9713], [-2.0148, -4.1091, 8.1725], [-2.3092, -5.6957, 4.8695], [-1.5144, -6.2239, 6.3754], [-3.2775, -5.9103, 6.3503], [-1.2406, -4.8277, 8.4518], [-2.9952, -4.4710, 8.4905], [-1.8098, -3.1503, 8.6547], [-2.9110, -8.0703, 2.7611], [-3.7991, -8.2447, 4.3276], [-2.8525, -8.8566, 5.3172], [-4.9141, -9.5521, 3.7613], [-2.1266, -7.3204, 2.8880], [-2.4580, -9.0240, 2.4803], [-3.6039, -7.7403, 1.9837], [-4.3360, -10.4132, 3.4178], [-5.5396, -9.1723, 2.9503], [-5.5500, -9.8531, 4.5973], [-4.5500, 4.1915, -2.5924], [-6.3500, 0.0974, -2.5677], [-8.0500, -1.5258, -1.8224]], "forces_ev_per_a": [[-0.162, -0.352, 0.192], [-0.709, -1.632, -0.061], [0.527, -0.639, 0.332], [0.474, -0.077, -1.065], [0.546, 0.936, 0.771], [-0.647, 1.130, -1.132], [2.197, -0.614, -1.485], [2.909, -0.221, 0.613], [2.636, -2.160, -4.991], [4.739, 0.867, 0.181], [-3.518, 1.877, 4.187], [-0.157, 1.348, -1.047], [-0.057, -0.586, 1.982], [-0.075, -1.523, -2.523], [0.387, 0.610, 0.282], [0.285, -0.059, -1.106], [3.039, -0.600, 0.541], [-2.566, -1.700, 0.100], [-0.983, 1.314, 3.117], [0.649, 0.798, 0.319], [-1.012, 0.049, -0.751], [-0.074, -0.925, 0.020], [1.365, 1.631, -1.728], [-1.939, -1.008, -0.724], [-0.716, 1.941, 1.674], [2.114, 1.098, -0.107], [0.313, -1.790, -1.320], [2.105, 0.628, 0.909], [-1.543, 1.976, 0.819], [-0.809, -2.404, -0.250], [-0.179, 0.248, 2.016], [0.323, 0.625, -2.171], [0.584, -2.525, 0.130], [-1.256, 0.934, 2.013], [1.746, -2.543, 1.379], [0.599, -2.805, 0.580], [-1.128, 0.008, -1.984], [-1.298, 2.027, -1.016], [1.353, 0.751, 1.553], [1.422, -1.317, 0.314], [-2.209, -0.540, 0.902], [1.186, 1.070, 1.111], [-0.716, 1.255, -1.853], [-1.843, -1.625, 1.152], [-0.005, 1.788, 1.767], [-1.793, 0.881, 1.113], [-0.966, -2.423, -0.618], [0.235, 1.113, -2.478], [-0.710, -0.524, -2.288], [2.414, 0.473, -0.022], [0.094, -1.974, 1.869], [1.426, -0.668, -2.215], [-1.426, 1.687, -0.969], [-0.202, -0.013, -0.023], [-0.131, -0.036, -0.189], [-0.084, 0.014, -0.185], [0.220, 0.166, 0.128], [0.182, -0.093, 0.179], [-0.004, -0.029, -0.203], [0.260, -0.482, 0.571], [-0.140, -0.781, 0.682], [1.303, 0.699, -0.213], [-1.112, 1.264, 0.326], [-0.449, -0.477, -1.621], [0.066, -0.053, 0.091], [0.733, 0.053, -0.073], [-0.920, -0.248, 0.266], [0.056, -0.049, 0.111], [0.045, 0.168, 0.137], [-0.055, 0.098, -0.053], [0.066, 0.044, -0.018], [-0.030, 0.065, -0.117], [0.035, 0.031, -0.070], [-0.015, -0.087, -0.191], [0.107, -0.028, -0.045], [0.391, -0.417, 0.293], [-0.565, 0.332, -0.639], [-0.018, -0.135, 0.008], [-0.113, -0.098, 0.085], [-0.048, 0.055, 0.112], [-0.009, -0.011, 0.091], [0.031, 0.113, 0.067], [0.055, 0.036, 0.066], [0.151, 0.126, -0.054], [-3.816, 4.446, 0.312], [-0.467, 2.043, 0.984], [-2.697, -2.543, 1.152]], "spin_multiplicity": 2, "total_charge": 1, "lumo_ev": [-5.09, -6.18]}

***

{"formula": "C5H14N4", "method": "ωB97M-V/def2-TZVPD", "symbols": ["C", "C", "C", "C", "N", "N", "N", "C", "N", "H", "H", "H", "H", "H", "H", "H", "H", "H", "H", "H", "H", "H", "H"], "coordinates": [[0.4438, 0.2400, -0.1069], [1.5093, -0.7225, 0.5207], [-0.7091, 0.3783, 0.8471], [2.7842, -0.7727, -0.3183], [-1.4641, -0.6201, 1.0739], [1.0164, 1.5582, -0.3429], [1.0180, -2.0738, 0.6890], [-3.6654, 0.3591, -1.1698], [-3.6945, -0.5656, -0.4914], [-2.1233, -0.5054, 1.8404], [0.0766, -0.2573, -1.0237], [1.7584, -0.3344, 1.5149], [0.3084, 2.1957, -0.6937], [1.7536, 1.5104, -1.0346], [0.1173, -2.0622, 1.1627], [0.8742, -2.5059, -0.2199], [-0.6387, 1.2571, 1.5017], [-2.2921, 1.9348, 0.1934], [3.3186, 0.1723, -0.2876], [3.4357, -1.5481, 0.0768], [2.5561, -1.0232, -1.3538], [-2.6570, 2.4759, -0.2962], [-3.7262, 0.9095, -2.0819]], "forces_ev_per_a": [[-0.002, -0.211, -0.344], [-0.098, 0.125, -0.101], [0.549, -1.133, 1.193], [-0.192, 0.120, 0.211], [0.212, 0.392, -0.266], [-0.006, 0.147, -0.049], [0.004, -0.209, 0.097], [-0.442, -1.211, -0.915], [-0.202, 0.384, 0.285], [0.043, 0.325, -0.029], [0.071, 0.043, 0.136], [-0.002, 0.061, -0.067], [0.110, -0.026, -0.005], [-0.040, 0.053, 0.016], [0.122, -0.070, -0.226], [-0.064, 0.028, 0.105], [-0.313, 0.157, -0.185], [-0.992, 1.623, -1.328], [0.080, 0.096, -0.061], [0.046, -0.023, 0.044], [-0.043, -0.018, -0.156], [1.035, -1.218, 1.356], [0.125, 0.567, 0.287]], "total_charge": 0, "lumo_ev": 0.86}

***

Q: Which formula does entry 1 have?
A: C21H45AlBBr2Cl3F4KNO5S3

***

Q: What is the formula in the first record?
A: C21H45AlBBr2Cl3F4KNO5S3